[1]
C29H65N3O13S2 | ωB97M-V/def2-TZVPD

CARTESIAN COORDINATES (ANGSTROEM)
C -10.63296 0.47131 -30.42010
S -11.29754 1.94678 -31.29379
O -10.14097 2.82324 -31.71055
C -12.04209 1.19283 -32.82633
H -11.52555 -0.04466 -30.06632
H -10.26056 0.81063 -29.45352
H -9.78704 0.00597 -30.92605
H -11.20955 0.68052 -33.30851
H -12.27440 1.93710 -33.58803
H -12.86584 0.51355 -32.60698
C -2.87094 11.91255 -22.11472
S -1.35926 12.92408 -22.49479
O -0.49522 12.86231 -21.23326
C -0.66291 11.64404 -23.64830
H -3.37593 11.90562 -23.08065
H -3.47839 12.36922 -21.33333
H -2.66277 10.89804 -21.77482
H -1.52848 11.53388 -24.30156
H -0.49423 10.70478 -23.12157
H 0.17092 12.06000 -24.21381
C -1.91462 3.56459 -20.93480
O -0.89401 2.95974 -20.59442
N -3.13196 3.08678 -20.64373
C -4.29613 3.67768 -21.31299
C -3.45996 1.97287 -19.76711
H -1.86047 4.52119 -21.47720
H -4.02227 4.55922 -21.89264
H -5.05028 3.92970 -20.56744
H -4.75736 2.84543 -21.84471
H -3.62276 1.05171 -20.32662
H -2.68668 1.72559 -19.03980
H -4.34955 2.16567 -19.16747
C -12.90766 7.10111 -28.46007
O -12.99459 6.12882 -27.76288
N -13.07478 8.36396 -28.04999
C -13.13131 9.48118 -29.02849
C -13.33540 8.56141 -26.62929
H -12.79170 6.98495 -29.54877
H -12.51991 10.28750 -28.62334
H -14.11705 9.90939 -29.21028
H -12.72461 9.18431 -29.99523
H -12.88466 9.46043 -26.20895
H -14.39163 8.59802 -26.36257
H -13.04445 7.74461 -25.96878
C -5.32062 7.98043 -26.98247
O -4.91353 8.33282 -25.86918
N -6.60557 7.57663 -27.19170
C -7.05089 7.34054 -28.56930
C -7.48695 7.04754 -26.18364
H -4.71600 8.16513 -27.88386
H -7.91498 7.98823 -28.71744
H -7.32991 6.31036 -28.79062
H -6.22290 7.56441 -29.24191
H -7.43053 5.98478 -25.94814
H -7.18045 7.53597 -25.25866
H -8.49320 7.42681 -26.36172
O -0.43857 11.20340 -29.65272
C -0.53943 12.41409 -29.87334
O -1.57228 13.22707 -29.85902
C -2.78428 12.65981 -29.54890
C -3.49819 12.20645 -30.81204
C 0.71344 13.22541 -30.02654
H -3.46467 13.38527 -29.10295
H -2.66728 11.85346 -28.82485
H -3.00953 11.36126 -31.29679
H -3.41322 12.96886 -31.58638
H -4.58101 12.10351 -30.74118
H 0.49052 14.15005 -30.55893
H 1.35896 12.51534 -30.54345
H 1.15186 13.44718 -29.05355
O -13.61914 3.92940 -21.02281
C -13.22977 3.28692 -21.99533
O -13.99595 2.72390 -22.99510
C -15.32031 2.90623 -23.14621
C -16.00481 1.73450 -23.73472
C -11.77370 2.98085 -22.08042
H -15.57273 3.89925 -23.51810
H -15.64120 3.00071 -22.10881
H -15.58788 1.54368 -24.72359
H -17.04787 1.89157 -24.00940
H -15.91973 0.85584 -23.09533
H -11.51987 1.92180 -22.03493
H -11.36324 3.41470 -21.16861
H -11.21461 3.36881 -22.93189
O 1.84068 4.84064 -33.33134
C 1.53380 3.72561 -33.08805
O 0.59799 3.25697 -32.25847
C -0.00694 4.13647 -31.30644
C -1.16209 3.50209 -30.51645
C 2.21807 2.58906 -33.69533
H -0.35208 4.97412 -31.91252
H 0.65075 4.54321 -30.53825
H -1.75299 2.87214 -31.18135
H -1.65178 4.28696 -29.94001
H -0.70254 2.77756 -29.84417
H 2.77268 2.04917 -32.92784
H 2.91332 2.89274 -34.47796
H 1.55481 1.87144 -34.17823
O -11.08977 9.82032 -20.81801
C -10.26244 9.77151 -20.00030
O -10.20961 10.53581 -18.91884
C -11.23848 11.54608 -18.70287
C -11.13010 12.04013 -17.34003
C -9.11558 8.66881 -20.09847
H -12.29572 11.30910 -18.82196
H -11.05122 12.39067 -19.36597
H -11.93588 12.72376 -17.07270
H -10.18924 12.56358 -17.17007
H -11.20964 11.24694 -16.59664
H -8.39041 8.85001 -20.89182
H -9.60796 7.70569 -20.23287
H -8.49944 8.65771 -19.19939

Calculated values
Max |F| (eV/Å): 4.88
Electronic energy (eV): -83880.8636

***

[2]
C29H66BIN7O4P2Si | ωB97M-V/def2-TZVPD

CARTESIAN COORDINATES (ANGSTROEM)
C 0.91325 2.57346 0.80122
C -0.44058 2.67153 1.51203
C -0.40714 2.75937 2.89997
C -1.61892 2.85839 3.57128
C -2.80546 2.82751 2.85803
C -2.86986 2.70014 1.47581
C -4.14643 2.63654 0.67298
B -4.82018 1.12159 0.55427
I -5.63464 0.63663 2.60643
C -5.98332 1.23238 -0.61773
C -7.38590 0.68939 -0.28700
O -8.17622 1.68515 0.40349
Si -9.61424 1.08990 0.98668
C -9.45916 -0.38506 2.15818
C -10.87610 0.62270 -0.34353
C -10.39272 2.51409 1.99086
C -3.70606 0.02530 0.06195
C -4.07277 -1.42651 0.27418
O -5.19345 -1.88874 0.30155
N -2.91701 -2.32900 0.41064
C -3.25852 -3.61161 -0.22439
C -2.55939 -2.48856 1.82855
C -1.63381 2.64346 0.81160
H 1.70705 3.03197 1.40728
H 1.19132 1.50781 0.73366
H 0.88646 3.02289 -0.19808
H 0.52241 2.75276 3.46826
H -1.69678 2.93842 4.65663
H -3.75378 2.88176 3.39423
H -4.88521 3.35343 1.06632
H -3.95368 2.94073 -0.37284
H -6.13951 2.28716 -0.91285
H -5.67748 0.72002 -1.54853
H -7.38807 -0.28581 0.22249
H -7.90244 0.52680 -1.26025
H -8.45365 -0.54175 2.56724
H -10.12591 -0.18261 3.01248
H -9.78438 -1.31512 1.66548
H -10.83912 -0.44301 -0.61774
H -10.85307 1.25116 -1.24423
H -11.87863 0.76446 0.10030
H -11.25959 2.93435 1.46249
H -10.60724 2.22435 3.02560
H -9.64485 3.32380 2.04315
H -3.57347 0.13381 -1.03203
H -2.70700 0.17283 0.50353
H -3.73767 -3.38621 -1.18477
H -2.33385 -4.16652 -0.44867
H -3.92126 -4.20810 0.42219
H -3.10481 -1.81585 2.50537
H -2.66658 -3.54142 2.13266
H -1.49196 -2.24396 1.97029
H -1.57139 2.57493 -0.27741
O 2.99685 -2.23464 -1.55559
P 2.70257 -3.64252 -1.07579
N 2.16947 -3.20339 0.49802
C 2.34405 -3.93477 1.72958
C 0.92840 -2.43079 0.54020
N 4.36265 -4.17300 -1.09300
C 5.24415 -3.84910 0.01590
C 5.03771 -3.87651 -2.35394
N 2.20223 -5.29171 -0.91745
C 0.77489 -5.56183 -1.07007
C 2.98569 -6.44734 -0.53288
H 1.61940 -4.75536 1.85008
H 2.21383 -3.26022 2.57869
H 3.34505 -4.34560 1.83793
H 0.04756 -3.08406 0.50863
H 0.86249 -1.74433 -0.30419
H 0.87266 -1.81701 1.44241
H 5.15306 -2.80276 0.33482
H 6.28631 -4.03528 -0.25010
H 5.05290 -4.50198 0.87044
H 5.35559 -2.82894 -2.41270
H 4.37687 -4.07426 -3.20106
H 5.91671 -4.51637 -2.47126
H 0.29425 -5.73514 -0.10031
H 0.59854 -6.43338 -1.70574
H 0.27084 -4.71968 -1.54823
H 3.25716 -6.42121 0.52624
H 3.89130 -6.55077 -1.12507
H 2.41805 -7.36831 -0.69571
O 5.26643 2.94826 0.73548
P 6.12835 2.77855 -0.49962
N 6.16873 4.45033 -0.93438
C 6.20513 5.01467 -2.26140
C 6.86286 5.32299 0.00393
N 4.96140 1.87614 -1.40997
C 3.88842 2.56252 -2.11278
C 4.40464 0.74527 -0.66167
N 7.33780 2.32813 -1.65678
C 8.72339 2.62833 -1.31440
C 7.16085 1.79310 -2.99158
H 7.21235 5.00142 -2.70848
H 5.87890 6.05708 -2.22780
H 5.52162 4.52068 -2.94692
H 7.94779 5.33267 -0.17843
H 6.69969 4.99993 1.03267
H 6.49144 6.34888 -0.06520
H 3.41182 3.33837 -1.50087
H 3.11915 1.85616 -2.42695
H 4.25312 3.01085 -3.04088
H 3.62883 1.06481 0.04186
H 5.18721 0.23689 -0.09163
H 3.97451 0.01095 -1.34522
H 9.09147 3.50477 -1.86195
H 9.38183 1.78277 -1.53107
H 8.82146 2.83417 -0.24644
H 6.76783 2.54364 -3.68306
H 6.50689 0.92530 -3.00676
H 8.11758 1.45149 -3.39886

Calculated values
Max |F| (eV/Å): 6.95
Charge: -1
Electronic energy (eV): -84997.7865

***

[3]
C29H66BrClINO15PS | ωB97M-V/def2-TZVPD

CARTESIAN COORDINATES (ANGSTROEM)
C -4.26855 -2.26475 -3.53384
C -3.35042 -1.06108 -4.02391
Br -4.49840 0.45996 -4.70967
C -2.05241 -0.62873 -3.23443
N -2.03831 -0.09660 -1.84808
I -3.95554 0.30086 -1.02672
C -1.54436 -1.17759 -0.89228
C -2.13560 -2.64484 -0.93625
C -3.43379 -3.03863 -0.09608
C -3.55806 -4.66831 -0.17737
Cl -4.78615 -5.11061 -1.47600
C -1.44555 -0.71043 0.62692
O -1.05092 0.61166 0.92338
C -1.00997 1.61006 -0.10188
S -2.00424 3.01945 0.60247
C -2.42785 2.60789 2.39496
O -3.27829 3.44229 -0.01290
O -1.12552 4.26753 0.74676
C -1.17059 1.15556 -1.64098
C 0.32646 1.03967 -2.23638
C 1.50901 0.30392 -1.54207
C 2.86943 1.20542 -1.69731
O 1.47409 -0.12438 -0.17885
C 2.31796 -1.30906 0.02372
C 2.78505 -1.21774 1.56395
C 2.59825 -2.41933 2.51129
C 3.03842 -2.24567 4.00266
C 3.61920 -0.87637 4.41512
C 3.82908 0.32759 3.46425
C 3.40810 0.16258 1.98879
P -1.75960 2.62106 -2.75828
O -3.22188 2.87470 -2.92236
O -1.10080 2.51590 -4.36198
O -1.03859 4.11301 -2.24579
H -3.73292 -3.28856 -3.48970
H -5.05123 -2.41452 -4.37670
H -4.88374 -2.09149 -2.59603
H -2.92939 -1.45807 -5.03461
H -1.31625 -1.52434 -3.29087
H -1.56073 0.09129 -4.00204
H -0.45197 -1.37541 -1.23525
H -2.11988 -3.10258 -1.99884
H -1.31916 -3.29559 -0.41589
H -3.39560 -2.80837 1.02113
H -4.42796 -2.65241 -0.48779
H -3.98844 -5.01239 0.83157
H -2.54502 -5.17024 -0.31725
H -0.65512 -1.41979 1.09822
H -2.39167 -0.93027 1.25922
H 0.07814 2.03266 -0.02981
H -2.99091 1.60121 2.43013
H -3.16740 3.38822 2.79520
H -1.49482 2.57480 3.04815
H 0.68839 2.14432 -2.30854
H 0.35943 0.70907 -3.34538
H 1.76783 -0.64717 -2.16141
H 2.80159 1.92125 -2.59743
H 3.80115 0.55133 -1.72832
H 2.91529 1.83251 -0.72523
H 3.20626 -1.35014 -0.69032
H 1.72385 -2.28050 -0.12681
H 2.14312 -3.39953 2.09200
H 2.89029 -3.12864 4.71307
H 3.91744 -0.71546 5.51664
H 4.24983 1.34008 3.78395
H 3.53211 0.99554 1.22297
H -0.20474 2.93262 -4.36486
H -0.11354 4.15319 -2.58249
C 0.43101 -5.36964 3.74430
O 0.73252 -4.91960 2.42944
H 0.89265 -4.69183 4.46253
H -0.65126 -5.37199 3.89396
H 0.82956 -6.37622 3.88957
H 0.31309 -5.53498 1.81481
C 7.38823 -1.80379 4.61191
O 6.56023 -2.70844 3.89843
H 8.36931 -2.25874 4.74991
H 7.49692 -0.87615 4.04361
H 6.94726 -1.59243 5.58988
H 5.69825 -2.28113 3.78985
C -4.30179 -1.66665 4.08503
O -4.42178 -2.94938 3.48491
H -3.83025 -0.98811 3.37255
H -5.29296 -1.28688 4.34405
H -3.68193 -1.73633 4.98193
H -4.84040 -3.53001 4.13312
C 5.88101 4.08993 -2.12836
O 5.37667 2.96073 -2.82829
H 5.04103 4.69101 -1.77869
H 6.47032 3.75886 -1.26961
H 6.50185 4.69129 -2.79679
H 6.13807 2.44707 -3.12616
C 1.76020 3.11813 5.86057
O 1.26769 1.99160 5.15030
H 0.91559 3.72550 6.18661
H 2.32440 2.78515 6.73549
H 2.40301 3.71440 5.20720
H 2.03542 1.47111 4.87309
C -8.12186 -0.86395 -4.14792
O -7.69227 -0.43155 -5.42858
H -9.09474 -1.34551 -4.24747
H -7.40378 -1.58151 -3.74001
H -8.21136 -0.00401 -3.47867
H -6.83002 -0.00945 -5.31251
C 2.55613 4.19575 1.54856
O 1.69406 3.30243 0.85946
H 3.54272 3.73797 1.63392
H 2.63954 5.13168 0.99082
H 2.16094 4.39102 2.54834
H 0.82684 3.73152 0.79714
C 1.97562 2.31870 -6.47373
O 2.34977 2.44577 -5.10590
H 1.95746 1.26092 -6.73633
H 0.98108 2.74572 -6.62650
H 2.70323 2.83471 -7.10379
H 2.35881 3.38971 -4.89948

Calculated values
Max |F| (eV/Å): 7.37
Charge: +1
Electronic energy (eV): -174116.4892

***

[4]
C29H68Br3NO | ωB97M-V/def2-TZVPD

CARTESIAN COORDINATES (ANGSTROEM)
C 2.51825 -4.95617 -0.24539
Br 0.81357 -5.87847 -0.62448
Br 3.77174 -5.38082 -1.69082
Br 3.29273 -5.41693 1.52330
H 2.27700 -3.90409 -0.31425
C -4.17029 3.63651 -2.71054
C -3.95485 3.65695 -1.20664
C -3.99908 5.05263 -0.51482
C -2.97599 5.19777 0.64023
C -3.43089 4.46455 1.91384
C -2.45380 4.44029 3.07598
H -5.21426 3.77963 -2.98969
H -3.81405 2.68672 -3.11161
H -3.57955 4.42905 -3.17548
H -4.62122 2.97714 -0.66598
H -3.00473 3.15497 -0.97862
H -5.01671 5.10311 -0.12249
H -3.81370 5.83869 -1.24563
H -2.01527 4.86623 0.24062
H -2.89857 6.26845 0.84028
H -4.34134 4.97845 2.23553
H -3.77858 3.45491 1.67803
H -2.25782 5.43337 3.48669
H -2.97381 4.02945 3.95550
H -1.59102 3.78034 3.04070
C 5.35926 -7.22514 -4.83314
C 6.20290 -6.13707 -5.52801
C 5.58346 -4.76230 -5.27902
C 6.32272 -3.57723 -5.92600
C 6.22097 -2.18140 -5.28389
C 4.80684 -1.61232 -5.06001
H 4.34378 -7.42233 -5.16325
H 5.31317 -7.01352 -3.75736
H 5.90631 -8.16976 -4.74896
H 7.26654 -6.20317 -5.30161
H 6.18507 -6.39955 -6.59079
H 5.46656 -4.55548 -4.20748
H 4.53637 -4.71257 -5.59415
H 7.39245 -3.80528 -5.91407
H 5.97665 -3.48696 -6.95897
H 6.78894 -2.18838 -4.34857
H 6.79813 -1.51615 -5.92981
H 4.42531 -1.90155 -4.07899
H 4.96060 -0.53554 -4.98479
H 4.11493 -1.94982 -5.82744
C -3.66239 0.21069 4.60472
C -3.42403 -0.58018 5.87383
C -4.07653 0.13748 7.06247
C -4.26320 -0.77205 8.29462
C -2.93979 -1.46332 8.79929
C -3.32599 -2.32498 9.99686
H -3.30191 -0.38680 3.76462
H -3.14088 1.16993 4.53935
H -4.70436 0.52251 4.51780
H -3.76560 -1.61665 5.81097
H -2.35494 -0.70945 6.07133
H -5.08365 0.45835 6.77866
H -3.58743 1.05553 7.39457
H -4.59950 -0.16421 9.13591
H -4.91206 -1.62835 8.09874
H -2.47477 -1.83377 7.88960
H -2.32527 -0.63507 9.16998
H -2.48563 -2.84899 10.45857
H -3.71884 -1.74103 10.83007
H -4.08924 -3.03101 9.66569
C 1.49336 -2.20568 -2.59034
C 0.40477 -1.80254 -1.59019
C 0.89951 -1.12171 -0.33607
C -0.20652 -0.73477 0.62518
C 0.25128 0.27227 1.69060
C -0.90167 1.17372 2.21338
H 2.06063 -1.35338 -2.98559
H 1.09218 -2.61429 -3.52399
H 2.27623 -2.92393 -2.33736
H -0.36981 -1.28060 -2.15620
H -0.13308 -2.72442 -1.33014
H 1.53919 -0.28121 -0.64025
H 1.63728 -1.69645 0.24070
H -1.03780 -0.27327 0.08749
H -0.54534 -1.61803 1.17281
H 0.92830 -0.10824 2.46151
H 1.00670 0.93671 1.23965
H -1.59207 0.55705 2.77801
H -0.32472 1.81993 2.88250
H -1.34768 1.84402 1.48215
C 2.10050 3.06372 -2.22295
C 0.64014 3.53586 -2.02017
C -0.31720 2.53550 -2.69722
O -0.08411 2.33829 -4.06908
C -0.51907 3.44527 -4.84100
N 0.40692 3.48314 -0.56662
H 2.85075 3.76331 -1.84468
H 2.34433 3.06441 -3.29638
H 2.31099 2.06556 -1.84245
H 0.55920 4.58286 -2.30982
H -1.29418 2.99382 -2.49930
H -0.14432 1.59190 -2.18047
H -0.41146 3.12311 -5.87926
H 0.12458 4.30896 -4.66405
H -1.58966 3.63120 -4.71022
H 0.21355 2.57398 -0.16830
H 1.17557 3.87804 -0.04753

Calculated values
Max |F| (eV/Å): 3.05
Electronic energy (eV): -244838.8794

***

no.,E_HOMO (eV),HOMO-LUMO gap (eV),molar mass (g mol⁻¹)
1,-8.863,8.96,727.981
2,-4.819,6.20,804.642
3,-10.965,6.27,974.141
4,-9.036,8.79,686.581